A:
The following is a DFT calculation (ωB97M-V with the def2-TZVPD basis set) of one molecule with the formula C20H20N2O3.

The geometry in ORCA input format:
```
! RIJCOSX wB97M-V def2-TZVPD def2/J DEFGRID3
* xyz 0 1
C -1.237 -2.121 -2.257
C -0.013 -2.093 -1.395
C 0.354 -3.187 -0.625
C 1.489 -3.144 0.166
C 2.273 -2.007 0.204
C 1.908 -0.899 -0.552
N 2.712 0.269 -0.542
C 3.350 0.610 -1.800
C 2.964 1.037 0.539
O 3.764 1.953 0.526
C 2.202 0.742 1.838
O 0.949 0.109 1.735
C -0.042 0.721 1.050
C 0.040 1.932 0.450
C -1.053 2.503 -0.295
O -0.993 3.583 -0.860
N -2.220 1.740 -0.360
C -3.327 2.309 -1.099
C -2.344 0.512 0.238
C -3.526 -0.236 0.141
C -3.626 -1.474 0.735
C -2.559 -2.011 1.448
C -1.392 -1.293 1.559
C -1.267 -0.037 0.962
C 0.777 -0.952 -1.355
H -1.808 -3.030 -2.092
H -1.874 -1.266 -2.036
H -0.960 -2.070 -3.310
H -0.254 -4.080 -0.643
H 1.766 -4.005 0.756
H 3.162 -1.969 0.815
H 2.606 0.908 -2.541
H 4.028 1.441 -1.615
H 3.910 -0.246 -2.178
H 2.811 0.070 2.451
H 2.116 1.699 2.369
H 0.931 2.539 0.475
H -4.194 2.448 -0.453
H -2.992 3.280 -1.465
H -3.595 1.678 -1.948
H -4.372 0.151 -0.402
H -4.546 -2.032 0.644
H -2.649 -2.982 1.910
H -0.548 -1.684 2.104
H 0.497 -0.087 -1.940
*
```

* orbital gap: 8.763 eV
* LUMO: 0.3 eV

=====

B:
The following is a DFT calculation (ωB97M-V with the def2-TZVPD basis set) of one molecule with the formula C20H20N2O3.

The geometry in ORCA input format:
```
! RIJCOSX wB97M-V def2-TZVPD def2/J DEFGRID3
* xyz 0 1
C -3.198 -1.706 1.236
N -3.793 -0.993 0.124
C -4.863 -0.133 0.579
C -2.890 -0.310 -0.797
C -2.034 -1.348 -1.585
N -0.614 -1.189 -1.424
C 0.115 -1.947 -0.593
O -0.301 -2.945 -0.025
C 1.526 -1.478 -0.388
C 2.327 -2.285 0.347
O 3.584 -2.042 0.689
C 4.130 -0.856 0.311
C 5.442 -0.591 0.705
C 6.031 0.602 0.350
C 5.326 1.545 -0.396
C 4.034 1.284 -0.789
C 3.414 0.079 -0.444
C 2.036 -0.200 -0.879
O 1.411 0.582 -1.587
C -2.054 0.807 -0.196
C -2.254 2.109 -0.640
C -1.513 3.161 -0.134
C -0.551 2.929 0.833
C -0.347 1.640 1.292
C -1.091 0.588 0.785
H -3.938 -2.416 1.612
H -2.328 -2.270 0.911
H -2.913 -1.044 2.067
H -5.576 -0.735 1.141
H -5.377 0.297 -0.280
H -4.515 0.687 1.227
H -3.560 0.160 -1.529
H -2.301 -2.354 -1.257
H -2.261 -1.258 -2.650
H -0.187 -0.331 -1.766
H 1.959 -3.234 0.717
H 5.970 -1.333 1.284
H 7.045 0.808 0.654
H 5.797 2.477 -0.666
H 3.461 1.992 -1.369
H -2.999 2.303 -1.400
H -1.682 4.163 -0.500
H 0.036 3.746 1.226
H 0.401 1.446 2.048
H -0.903 -0.406 1.157
*
```

* orbital gap: 8.109 eV
* LUMO: -0.1 eV

=====

C:
The following is a DFT calculation (ωB97M-V with the def2-TZVPD basis set) of a 2-piece molecular cluster, C20H20N2O3 overall.

The geometry in ORCA input format:
```
! RIJCOSX wB97M-V def2-TZVPD def2/J DEFGRID3
* xyz 0 1
C -2.686 5.225 8.901
O -2.645 4.822 7.514
C -1.895 3.751 7.140
C -1.131 2.967 8.044
C -0.457 1.857 7.569
C -0.559 1.437 6.218
C -0.015 0.176 5.772
C -0.012 -0.979 6.494
C 0.708 -2.214 6.049
O 1.404 -2.344 5.047
C 0.356 -3.267 7.050
C 0.743 -4.606 7.105
C 0.208 -5.423 8.109
C -0.710 -4.899 9.044
C -1.091 -3.554 8.987
C -0.547 -2.750 7.989
C -0.852 -1.317 7.688
O -1.670 -0.625 8.283
C -1.219 2.310 5.311
C -1.903 3.421 5.756
H -3.332 6.104 8.910
H -3.121 4.439 9.533
H -1.688 5.494 9.273
H -1.102 3.230 9.106
H 0.180 1.290 8.245
H 0.420 0.136 4.774
H 1.448 -4.991 6.371
H 0.495 -6.476 8.171
H -1.128 -5.551 9.816
H -1.798 -3.121 9.692
H -1.210 2.058 4.251
H -2.462 4.063 5.074
C 1.896 -0.216 1.040
N 0.834 0.453 1.361
N -0.404 0.022 1.191
C -0.764 -1.379 1.253
C -1.471 1.005 1.239
H 2.853 0.147 1.429
H 1.905 -1.062 0.330
H -1.632 -1.532 0.596
H 0.070 -2.003 0.913
H -1.064 -1.692 2.272
H -2.272 0.693 0.553
H -1.916 1.110 2.247
H -1.084 1.982 0.919
*
```

* orbital gap: 6.767 eV
* LUMO: -0.7 eV

=====

Stability ranking, top entry: A; the second entry is 77.9 kJ/mol less favorable.

=====

A:
The following is a DFT calculation (ωB97M-V with the def2-TZVPD basis set) of one molecule with the formula C21H26N2O5.

The geometry in ORCA input format:
```
! RIJCOSX wB97M-V def2-TZVPD def2/J DEFGRID3
* xyz 0 1
C 4.380 2.750 -3.068
C 4.883 1.319 -3.230
O 4.134 0.581 -4.176
C 2.909 0.099 -3.844
C 2.225 -0.546 -4.891
C 0.986 -1.101 -4.694
C 0.380 -1.030 -3.437
N -0.855 -1.574 -3.202
C -1.528 -1.557 -2.003
O -2.624 -2.080 -1.897
C -0.822 -0.879 -0.917
C -1.564 -0.850 0.396
N -0.862 -0.163 1.452
C -1.181 1.232 1.659
C -2.479 1.437 2.467
C -2.434 0.689 3.813
O -3.315 1.293 4.729
C -2.907 2.601 5.075
C -2.204 3.295 3.894
O -2.712 2.822 2.668
C 0.100 -0.736 2.223
O 0.641 -0.118 3.125
C 0.437 -2.159 1.913
C -0.015 -3.200 2.909
C 1.429 -2.841 2.810
C 0.397 -0.333 -1.112
C 1.050 -0.388 -2.382
C 2.315 0.173 -2.598
H 3.361 2.766 -2.691
H 4.398 3.257 -4.029
H 5.022 3.286 -2.374
H 4.905 0.799 -2.264
H 5.897 1.327 -3.638
H 2.708 -0.593 -5.853
H 0.474 -1.593 -5.506
H -1.332 -2.037 -3.968
H -2.524 -0.352 0.229
H -1.801 -1.877 0.692
H -0.349 1.678 2.212
H -1.278 1.737 0.693
H -3.342 1.092 1.884
H -2.780 -0.338 3.690
H -1.409 0.675 4.209
H -3.821 3.130 5.353
H -2.230 2.569 5.942
H -1.118 3.134 3.948
H -2.399 4.368 3.904
H 0.431 -2.429 0.866
H -0.348 -4.152 2.525
H -0.564 -2.855 3.772
H 1.853 -2.241 3.600
H 2.113 -3.547 2.365
H 0.910 0.160 -0.297
H 2.800 0.653 -1.763
*
```

* orbital gap: 8.272 eV
* LUMO: 0.1 eV

=====

B:
The following is a DFT calculation (ωB97M-V with the def2-TZVPD basis set) of one molecule with the formula C21H26N2O5.

The geometry in ORCA input format:
```
! RIJCOSX wB97M-V def2-TZVPD def2/J DEFGRID3
* xyz 0 1
C -7.831 -0.160 1.416
C -6.423 -0.611 1.048
C -5.386 -0.077 2.035
C -3.960 -0.483 1.665
C -3.378 0.172 0.444
C -3.933 1.241 -0.168
C -3.369 1.864 -1.347
O -3.830 2.827 -1.910
O -2.226 1.306 -1.857
C -1.629 0.251 -1.263
C -0.462 -0.215 -1.852
C 0.232 -1.281 -1.292
O 1.358 -1.657 -1.947
C 2.165 -2.680 -1.397
C 2.775 -2.345 -0.026
O 2.634 -3.125 0.903
N 3.463 -1.200 0.080
C 3.678 -0.200 -0.941
C 2.925 1.082 -0.578
C 3.331 1.597 0.811
C 4.752 2.152 0.799
N 4.860 3.420 1.257
O 5.725 1.532 0.427
C 3.212 0.460 1.839
C 3.967 -0.784 1.374
C -0.253 -1.874 -0.122
C -1.417 -1.414 0.449
C -2.144 -0.352 -0.100
H -8.556 -0.563 0.714
H -8.093 -0.502 2.415
H -7.902 0.925 1.396
H -6.382 -1.703 1.045
H -6.185 -0.271 0.039
H -5.463 1.009 2.109
H -5.607 -0.482 3.026
H -3.941 -1.566 1.515
H -3.295 -0.260 2.505
H -4.841 1.704 0.180
H -0.094 0.256 -2.749
H 2.963 -2.844 -2.127
H 1.599 -3.611 -1.283
H 3.350 -0.556 -1.915
H 4.750 0.016 -0.977
H 3.128 1.843 -1.333
H 1.850 0.882 -0.575
H 2.647 2.402 1.097
H 4.072 3.962 1.562
H 5.773 3.845 1.280
H 3.602 0.783 2.805
H 2.155 0.210 1.961
H 3.823 -1.608 2.074
H 5.033 -0.561 1.280
H 0.274 -2.687 0.349
H -1.767 -1.889 1.351
*
```

* orbital gap: 8.630 eV
* LUMO: 0.1 eV

=====

Stability ranking, top entry: B; the second entry is 205.9 kJ/mol less favorable.